Here is a single C4H5N3O2 molecule in a non-equilibrium geometry from the OMol25 dataset. Energies are from the ωB97M-V functional and the def2-TZVPD basis.

Geometry as ORCA input:
```
! RIJCOSX wB97M-V def2-TZVPD def2/J DEFGRID3
* xyz 0 1
C 2.3319 0.7834 -0.1221
N 2.0746 -0.6162 0.0646
C 0.9475 -1.0889 0.1637
O -0.2126 -0.3225 0.2480
N -1.4728 -0.9449 0.0629
O -1.5441 -2.1909 0.0326
C -2.4846 -0.0950 -0.0217
C -2.3139 1.2394 0.1632
N -2.2255 2.4129 0.1856
H 2.5791 1.1274 -1.1618
H 3.4465 1.0033 0.4094
H 1.4215 1.3803 0.1561
H 0.8646 -2.2019 0.2037
H -3.4121 -0.4864 -0.3841
*
```

For the HOMO energy (spin up / spin down), the calculation gives -9.90 / -9.90 eV. Its SMILES is C/N=C\O/[N+]([O-])=C\C#N. The calculation puts the calculated total energy at -12788.641 eV. The value obtained for the lowest unoccupied orbital energy (spin up / spin down) is -0.035 / -0.035 Ha. The energy relative to the best compared isomer or geometry (same formula, charge and spin) is 166.81 kcal per mole. For the HOMO-LUMO gap (spin up / spin down), the calculation gives 8.96 / 8.96 eV.

Results of the natural (NBO) charge analysis, in e, for atoms 1 through 2: atom 1 (C): -0.473, atom 2 (N): -0.430

Here is a molecular structure, C2H4BrCl in a non-equilibrium geometry from the OMol25 dataset. Energies are from the ωB97M-V functional and the def2-TZVPD basis.

Geometry as ORCA input:
```
! RIJCOSX wB97M-V def2-TZVPD def2/J DEFGRID3
* xyz 0 1
C -0.1317 0.1439 -0.3785
C 1.0343 -0.3865 -0.9876
Cl -0.5905 -4.1155 -0.5331
Br 0.3093 2.6214 -0.7138
H -1.1694 0.2277 -0.7606
H 0.0052 0.4321 0.5930
H 1.2700 -0.7892 -2.0261
H 1.9071 -0.3938 -0.3359
*
```

For the HOMO energy (spin up / spin down), the calculation gives -10.05 / -9.50 eV. The calculation puts the calculated total energy at -84699.709 eV. The value obtained for the lowest unoccupied orbital energy (spin up / spin down) is -0.089 / -0.155 Ha. The energy relative to the best compared isomer or geometry (same formula, charge and spin) is 98.27 kcal per mole. For the HOMO-LUMO gap (spin up / spin down), the calculation gives 7.63 / 5.29 eV.

Results of the natural (NBO) charge analysis, in e, for atoms 1 through 2: atom 1 (C): -0.357, atom 2 (C): -0.289

Here is 2 unconnected molecules or ions with the total composition C9H14O in a non-equilibrium geometry from the OMol25 dataset. Energies are from the ωB97M-V functional and the def2-TZVPD basis.

Geometry as ORCA input:
```
! RIJCOSX wB97M-V def2-TZVPD def2/J DEFGRID3
* xyz 1 2
C -1.0134 0.2041 1.3566
C 0.7537 -0.9545 -0.1166
C -0.2014 -0.9445 0.9776
C 1.3422 -2.1065 -0.5574
C -0.4084 -2.1968 1.5963
C 1.3292 -3.2080 0.3021
C 0.4643 -3.2435 1.4102
O 2.0244 -4.3127 0.1047
H 1.0186 -0.0385 -0.6361
H 1.5820 -2.1617 -1.6133
H -0.7352 0.7106 2.2925
H -2.0363 0.0657 1.7381
H -1.2428 -2.2145 2.2861
H 0.4109 -4.0973 2.0590
H 2.7269 -4.1597 -0.5312
H -1.0122 0.9528 0.5630
C -0.2084 3.0290 -1.8191
C -1.0850 3.8486 -0.8835
H 0.0068 3.5333 -2.7667
H 0.8262 2.9328 -1.4527
H -0.5752 2.0471 -2.1258
H -1.7584 4.4050 -1.5488
H -0.5671 4.6917 -0.4333
H -1.6415 3.2176 -0.2018
*
```

For the HOMO energy (spin up / spin down), the calculation gives -13.93 / -13.93 eV. The calculation puts the calculated total energy at -11598.565 eV. The expectation value of S² is 0.7669. The value obtained for the lowest unoccupied orbital energy (spin up / spin down) is -0.142 / -0.278 Ha. The energy relative to the best compared isomer or geometry (same formula, charge and spin) is 23.11 kcal per mole. For the HOMO-LUMO gap (spin up / spin down), the calculation gives 10.07 / 6.35 eV.

Results of the natural (NBO) charge analysis, in e, for atoms 1 through 2: atom 1 (C): -0.712, atom 2 (C): -0.137

Here is 2 unconnected molecules or ions with the total composition C2H6NO2 in a non-equilibrium geometry from the OMol25 dataset. Energies are from the ωB97M-V functional and the def2-TZVPD basis.

Geometry as ORCA input:
```
! RIJCOSX wB97M-V def2-TZVPD def2/J DEFGRID3
* xyz -1 1
C 0.7702 -1.5375 -1.5304
O 0.7988 -0.1348 -1.3492
H -0.0353 -2.0592 -1.0109
H 0.6456 -1.7332 -2.5914
H 1.7137 -1.9573 -1.1640
C -0.8625 1.7413 1.9017
N -0.3411 0.9603 0.9926
O -2.0371 2.0047 2.2531
H -0.0776 2.1818 2.5670
H 0.4407 0.0380 -0.4538
H -1.0154 0.4960 0.3853
*
```

For the HOMO energy, the calculation gives -3.63 eV. The calculation puts the calculated total energy at -7756.747 eV. The value obtained for the lowest unoccupied orbital energy is 0.143 Ha. The energy relative to the best compared isomer or geometry (same formula, charge and spin) is 35.04 kcal per mole. For the HOMO-LUMO gap, the calculation gives 7.52 eV.

Results of the natural (NBO) charge analysis, in e, for atoms 1 through 2: atom 1 (C): -0.245, atom 2 (O): -0.760

Here is 2 unconnected molecules or ions with the total composition C4H11N2O in a non-equilibrium geometry from the OMol25 dataset. Energies are from the ωB97M-V functional and the def2-TZVPD basis.

Geometry as ORCA input:
```
! RIJCOSX wB97M-V def2-TZVPD def2/J DEFGRID3
* xyz 1 1
C -1.3732 1.4004 -0.0448
C -0.4173 0.6890 -1.0484
C -0.3597 1.0075 1.0894
C 0.3785 0.1977 0.1296
N 1.2220 -0.7650 0.2549
N -0.6970 0.5860 2.3817
O 1.4279 -2.2006 -2.0325
H -1.6451 2.3977 -0.3120
H -2.3704 0.8964 0.2592
H -0.9732 -0.0261 -1.5392
H -0.0206 1.2746 -1.7473
H 0.0859 1.9727 1.1551
H 1.6127 -1.4153 -0.4909
H 1.2399 -1.0441 1.2413
H -1.3098 -0.2285 2.3148
H -0.0632 0.7219 3.0885
H 2.2760 -2.6529 -2.0433
H 0.9865 -2.8113 -2.6561
*
```

For the HOMO energy, the calculation gives -13.77 eV. The calculation puts the calculated total energy at -9345.918 eV. The value obtained for the lowest unoccupied orbital energy is -0.147 Ha. The energy relative to the best compared isomer or geometry (same formula, charge and spin) is 67.78 kcal per mole. For the HOMO-LUMO gap, the calculation gives 9.76 eV.

Results of the natural (NBO) charge analysis, in e, for atoms 1 through 2: atom 1 (C): -0.366, atom 2 (C): -0.483

Here is a molecular structure, C17H47IrN8O5P2Si from the OMol25 dataset. Energies are from the ωB97M-V functional and the def2-TZVPD basis.

Geometry as ORCA input:
```
! RIJCOSX wB97M-V def2-TZVPD def2/J DEFGRID3
* xyz 3 6
Ir -0.1732 -0.2625 -0.8846
C -0.1423 -1.1635 4.2853
N 0.6477 -0.0023 3.8732
C 1.1164 0.8321 4.9848
P 1.1238 0.2409 2.3542
O 0.1736 -0.3568 1.3662
O 2.5799 -0.6086 2.2326
P 3.1493 -1.1422 0.8653
O 2.6528 -0.4787 -0.3436
N 3.2510 -2.7479 0.8555
C 3.6254 -3.5392 2.0336
C 2.6544 -3.5317 -0.2412
N 4.8652 -0.7039 1.0826
C 5.6686 -0.6423 -0.1156
C 5.5297 -0.5251 2.3476
N 1.5663 1.7644 2.0583
C 0.7002 2.6137 1.2265
C 2.8873 2.3244 2.3353
H -1.0605 -0.8165 4.7595
H 0.4221 -1.7661 4.9977
H -0.3932 -1.7749 3.4226
H 0.2713 1.0572 5.6346
H 1.5130 1.7750 4.6170
H 1.8805 0.3104 5.5629
H 4.2381 -2.9600 2.7240
H 4.2065 -4.3977 1.7005
H 2.7387 -3.8883 2.5632
H 2.3597 -2.8675 -1.0485
H 1.7822 -4.0726 0.1282
H 3.3898 -4.2469 -0.6074
H 5.0453 -0.7513 -0.9971
H 6.4281 -1.4314 -0.0689
H 6.1999 0.3138 -0.1334
H 4.8161 -0.4984 3.1633
H 6.1265 0.3910 2.3109
H 6.2422 -1.3494 2.4857
H -0.3511 2.4069 1.4144
H 0.9229 2.4829 0.1649
H 0.8871 3.6515 1.4974
H 3.4881 1.6354 2.9250
H 2.7842 3.2469 2.9081
H 3.4037 2.5498 1.3987
N -2.1114 -1.1910 -0.1457
C -3.1248 -0.1368 0.1511
C -4.4731 -0.4128 -0.5354
C -4.4904 -0.2795 -2.0630
C -4.6142 1.1521 -2.5976
N -5.9207 1.7174 -2.2480
C -6.1893 2.9745 -1.8823
N -5.2389 3.7610 -1.3835
N -7.4277 3.4406 -2.0357
C -2.6066 1.2601 -0.2035
O -3.2533 2.2480 0.0661
O -1.4746 1.3083 -0.8664
H -2.4818 -1.8917 -0.7817
H -1.8557 -1.6679 0.7130
H -3.2982 -0.1537 1.2282
H -5.2154 0.2625 -0.1072
H -4.7713 -1.4197 -0.2361
H -5.3391 -0.8451 -2.4568
H -3.6127 -0.7486 -2.5184
H -4.5317 1.1429 -3.6870
H -3.8266 1.8011 -2.2325
H -6.7132 1.1747 -2.5590
H -4.4666 3.3335 -0.8745
H -5.4849 4.6931 -1.0897
H -8.1266 2.9279 -2.5467
H -7.6990 4.3356 -1.6643
C -0.0509 0.8582 -4.0193
Si 0.6102 -0.6970 -3.2007
C 2.4551 -0.8828 -3.4327
C -0.3273 -2.2287 -3.7523
H 0.1046 0.7328 -5.0964
H 0.4891 1.7524 -3.7093
H -1.1143 1.0217 -3.8517
H 2.6545 -0.9918 -4.5027
H 2.8552 -1.7653 -2.9383
H 2.9929 -0.0048 -3.0793
H -0.0889 -2.4068 -4.8056
H -1.4098 -2.1159 -3.6866
H -0.0398 -3.1293 -3.2079
*
```

For the HOMO energy (spin up / spin down), the calculation gives -15.46 / -16.99 eV. The calculation puts the calculated total energy at -69823.488 eV. The expectation value of S² is 8.7613. The value obtained for the lowest unoccupied orbital energy (spin up / spin down) is -0.235 / -0.399 Ha. For the HOMO-LUMO gap (spin up / spin down), the calculation gives 9.06 / 6.12 eV.

Results of the natural (NBO) charge analysis, in e, for atoms 1 through 2: atom 1 (Ir): 1.203, atom 2 (C): -0.403